The following is a quantum chemistry calculation of C24H15F5IrN6OSbSe5Te as an isolated structure in a non-equilibrium geometry, from the OMol25 dataset.

Output
Orbital gap (alpha / beta) ... 4.450 / 4.541 eV
2S+1 ... 6
Energy above the lowest of the compared OMol25 structures with the same formula, charge and spin ... 0.749 eV
<S²> ... 8.811
HOMO energy (alpha / beta) ... -3.1 / -5.7 eV
LUMO energy (alpha / beta) ... 1.37 / -1.12 eV
Net charge ... -1
Largest force on an atom ... 1.274 eV Å⁻¹

Last column: Löwdin spin population.
CARTESIAN COORDINATES (ANGSTROEM)
Ir -0.117 -0.506 -0.263  1.12
C 2.462 1.694 -4.803  0.01
C 1.156 1.595 -4.342  0.00
C 0.902 1.325 -3.004  0.01
C 1.958 1.158 -2.118  0.01
C 3.269 1.273 -2.573  0.01
C 3.517 1.535 -3.913  0.00
N 1.676 0.842 -0.755  0.15
N 2.487 1.354 0.050  0.01
C 2.602 0.893 1.329  0.02
C 3.381 1.695 2.210  -0.01
C 3.630 1.295 3.485  0.01
C 3.098 0.066 3.959  -0.01
C 2.326 -0.724 3.158  0.01
C 2.053 -0.336 1.817  0.00
H 2.657 1.901 -5.848  0.00
H 0.325 1.740 -5.022  0.00
H -0.111 1.282 -2.632  0.00
H 4.078 1.146 -1.866  0.00
H 4.539 1.614 -4.263  0.00
H 3.766 2.629 1.818  0.00
H 4.229 1.915 4.141  0.00
H 3.302 -0.247 4.977  0.00
H 1.883 -1.655 3.498  0.00
Se -2.345 6.449 0.870  0.89
Sb -2.922 4.066 1.323  0.13
Se -0.987 0.944 1.356  0.41
Se -0.722 3.040 0.401  0.16
Se -4.490 3.716 -0.546  0.90
Se -2.573 -3.397 -6.954  0.05
N -1.127 -3.720 -5.948  0.03
C -1.213 -2.941 -4.911  -0.01
C -0.216 -2.894 -3.835  0.06
C 0.901 -3.696 -3.797  0.02
C 1.785 -3.607 -2.716  0.10
C 1.515 -2.710 -1.702  0.00
N 0.448 -1.907 -1.723  0.14
C -0.439 -1.981 -2.777  0.12
C -1.551 -1.124 -2.721  0.13
N -1.634 -0.249 -1.636  0.13
C -2.708 0.529 -1.542  0.01
C -3.739 0.517 -2.467  0.11
C -3.660 -0.338 -3.571  0.03
C -2.562 -1.150 -3.713  0.06
C -2.386 -2.068 -4.848  -0.01
N -3.222 -2.155 -5.840  0.03
H 1.069 -4.392 -4.610  0.00
H 2.657 -4.240 -2.646  0.01
H 2.155 -2.621 -0.832  0.00
H -2.755 1.200 -0.699  0.01
H -4.576 1.183 -2.313  0.01
H -4.443 -0.378 -4.318  0.00
F -0.667 -4.709 -0.047  0.01
Te -0.766 -3.147 1.161  0.03
F -2.234 -2.609 -0.012  0.03
F -1.584 -1.709 2.217  0.01
F -2.100 -4.200 1.944  0.00
F 0.066 -3.526 2.909  0.02
O 1.323 -1.099 1.095  0.02